Below is a molecular structure, C46H49MgN5O6 in a non-equilibrium geometry, with properties calculated with ωB97M-V/def2-TZVPD.

LUMO level (spin up / spin down) ... 4.0 / 4.0 eV
Max |F| ... 0.0558 Eh/bohr
E_tot ... -73683.36269 eV
Gap between HOMO and LUMO (spin up / spin down) ... 0.196 / 0.161 Eh
Net charge ... -2
Highest occupied orbital energy (spin up / spin down) ... -1.33 / -0.38 eV

```
107
C46H49MgN5O6, DFT ωB97M-V/def2-TZVPD
Mg -0.81735 -0.62494 1.05209
O -3.54843 1.77802 3.04383
C -2.87210 0.83826 2.65968
O -2.58646 0.41059 1.50280
C -2.17744 -0.09310 3.70487
C -2.44118 -0.17168 5.08270
C -1.75938 -1.14498 5.80677
C -0.98288 -2.10573 5.18099
C -0.75039 -1.92888 3.80792
N -1.23561 -0.86731 3.18170
C 0.04046 -2.85001 2.82805
O 0.97757 -3.54173 3.22492
O -0.32504 -2.63375 1.61986
H -3.16278 0.54813 5.52026
H -1.88258 -1.21355 6.90496
H -0.50593 -2.97709 5.68484
O 1.85205 1.57900 -8.39411
C 2.02527 1.87713 -7.06022
O 2.76842 2.75527 -6.71275
C 1.25809 1.06731 -6.00980
C 1.87678 0.97844 -4.72170
C 1.23053 0.29893 -3.76390
C -0.10631 -0.22409 -3.89028
C -0.66105 -0.18292 -5.16325
C -0.03218 0.54287 -6.16877
N -0.75835 -0.72232 -2.74519
C -1.96673 -1.17523 -2.80463
C -2.71782 -1.75046 -1.73932
C -3.86351 -2.43896 -2.15161
C -4.65594 -3.15684 -1.27769
C -4.13992 -3.26100 0.03509
C -3.00795 -2.54343 0.42220
N -2.27562 -1.77517 -0.42323
H 1.43009 0.69819 -8.60123
H 2.87044 1.45547 -4.64654
H 1.71558 0.24383 -2.77119
H -1.60798 -0.62791 -5.40468
H -0.55157 0.61108 -7.14365
H -2.55390 -1.20753 -3.73676
H -4.13665 -2.26871 -3.18273
H -5.61813 -3.59669 -1.48690
H -4.57644 -3.85922 0.81775
H -2.64506 -2.67011 1.45405
C 0.61481 -4.53544 -0.86011
C 1.18656 -3.13785 -1.15597
C 1.74316 -3.05710 -2.60333
C 2.19097 -2.88796 -0.09815
C 3.27753 -3.74051 -0.06260
C 4.39933 -3.55103 0.71932
C 4.46613 -2.40880 1.49654
C 3.37598 -1.51845 1.56010
C 3.47970 -0.32200 2.50032
C 3.42951 -0.82423 3.91570
C 4.69738 0.58574 2.28911
C 2.30298 -1.66688 0.64490
N 1.39165 -0.61147 0.44921
C 1.76593 0.53145 -0.05604
C 0.88821 1.61787 -0.10881
N -0.28608 1.58079 0.53044
C -1.04321 2.72602 0.70129
C -2.19521 2.92564 -0.09069
C -2.89745 4.12979 0.10691
C -2.50010 5.12947 0.96040
C -1.36810 4.95161 1.75930
C -0.68777 3.74550 1.67706
C 0.55083 3.64303 2.58464
C 1.81623 4.28362 1.94169
C 0.77779 2.23841 3.16996
C -2.70460 2.04251 -1.20056
C -2.55281 2.76413 -2.55458
C -4.18379 1.65385 -1.00637
H -0.17399 -4.77607 -1.58356
H 0.24375 -4.60628 0.14205
H 1.32992 -5.35517 -0.96565
H 0.34658 -2.42529 -1.09733
H 2.50155 -3.86259 -2.80102
H 2.16085 -2.07392 -2.79196
H 0.92759 -3.18587 -3.32546
H 3.33040 -4.63369 -0.71370
H 5.22918 -4.25559 0.66167
H 5.39822 -2.24070 2.03106
H 2.59305 0.30905 2.35433
H 4.28669 -1.42161 4.17495
H 2.52942 -1.47040 4.10827
H 3.38559 0.00276 4.62218
H 5.63237 0.11800 2.56791
H 4.63268 1.46708 2.91433
H 4.79284 0.93720 1.25711
H 2.73794 0.71442 -0.54263
H 1.11856 2.49986 -0.74793
H -3.79419 4.25068 -0.51176
H -3.11371 6.03016 0.99285
H -1.09682 5.69307 2.55045
H 0.30380 4.32489 3.42093
H 2.26643 3.57150 1.22192
H 2.56551 4.44504 2.69991
H 1.57527 5.24120 1.45329
H 1.00054 1.45821 2.43280
H -0.06725 1.97797 3.80517
H 1.67984 2.29154 3.82086
H -2.08251 1.16029 -1.22827
H -3.15785 3.69098 -2.58302
H -2.91453 2.07285 -3.33892
H -1.51063 3.04436 -2.81228
H -4.84611 2.50398 -0.95741
H -4.31515 1.03414 -0.09220
H -4.55405 1.11106 -1.88380
```